Run a
ORCA calculation (ωB97M-V with the def2-TZVPD basis set) on a 3-piece molecular cluster, C2H10NOS2 overall.

The calculation puts the HOMO energy at -12.9853 eV. Its spin multiplicity is 1. As for the charge: +1.

Cartesian coordinates (Å):
S  -1.32037  -3.36052  -1.09296
S  0.23930  -0.19482  -0.30354
O  2.92288  1.32804  0.63071
N  0.30071  2.92785  1.20051
C  -0.71875  2.32733  0.47387
C  -0.78507  0.69343  0.69927
H  3.63261  1.07283  0.03278
H  2.16899  0.74235  0.49143
H  -1.66145  2.75536  0.74839
H  -0.61863  0.49270  1.74388
H  1.24459  2.60577  1.07242
H  -1.80207  0.44408  0.35859
H  -0.61667  2.53964  -0.57585
H  -0.61653  -2.30366  -1.47699
H  0.08549  3.18364  2.14178
H  -1.59233  -3.65236  -2.37782

Run b
ORCA calculation (ωB97M-V with the def2-TZVPD basis set) on a 2-piece molecular cluster, C2H10NOS2 overall.

The calculation puts the HOMO energy at -11.8876 eV. Its spin multiplicity is 1. As for the charge: +1.

Cartesian coordinates (Å):
S  0.75018  1.86145  -1.95203
S  -0.36683  2.92758  -0.60709
O  -1.63559  -0.36454  2.25742
N  0.19253  -1.32071  0.32284
C  0.34143  0.09972  -1.70011
C  1.12402  -0.48035  -0.51805
H  1.61923  0.30948  0.03467
H  -1.45230  -0.81629  3.09814
H  1.96857  -1.14415  -0.71797
H  -0.44972  -1.81731  -0.30496
H  0.36195  -0.40440  -2.65873
H  -2.44987  0.06570  2.56341
H  0.61832  -2.15402  0.73529
H  -0.38187  -0.76737  0.97602
H  0.46092  3.87264  -0.15933
H  -0.70098  0.13256  -1.36950

Least stable of them? run a.

Run a
ORCA calculation (ωB97M-V with the def2-TZVPD basis set) on a 3-piece molecular cluster, C2H11NO3 overall.

The calculation puts the HOMO energy at -9.3080 eV. Its spin multiplicity is 1. As for the structure (SMILES): NCCO.O.O. As for the charge: 0.

Cartesian coordinates (Å):
O  -2.34937  -0.54276  0.23363
O  0.18731  -1.18253  1.48048
O  -1.98322  0.83103  -2.20542
N  2.30748  0.68892  -0.68210
C  1.20496  -0.22834  1.37264
C  1.06558  0.49121  0.02945
H  0.34760  -0.11356  -0.54798
H  2.28190  -0.39070  1.56067
H  0.25220  -1.70120  2.27573
H  0.58524  1.47452  0.11093
H  2.58096  -0.09199  -1.26491
H  1.06843  0.57378  2.13238
H  2.41907  1.54594  -1.19887
H  -1.62528  -0.63005  0.90963
H  -2.76842  -1.38896  0.13786
H  -1.93526  0.70261  -1.25234
H  -1.15988  0.60780  -2.61375

Run b
ORCA calculation (ωB97M-V with the def2-TZVPD basis set) on C2H11NO3 as an isolated structure.

The calculation puts the HOMO energy at -9.0232 eV. Its spin multiplicity is 1. As for the charge: 0.

Cartesian coordinates (Å):
O  -1.89153  0.36534  -1.03179
O  0.43453  -0.86343  -2.87630
O  1.40833  0.92371  -0.99197
N  -0.10900  0.39665  1.05313
C  -0.16413  0.07996  2.51464
C  -0.07273  -0.90339  0.81967
H  0.80356  -0.19323  -2.26392
H  0.87252  0.88992  -0.12070
H  -1.14735  -0.24923  2.87796
H  -0.93533  -1.49314  0.45387
H  0.66845  -0.51425  2.91509
H  1.53308  1.86576  -1.18018
H  0.51370  -0.42994  -3.72641
H  0.89456  -1.42474  0.73543
H  -1.54892  0.00903  -1.86374
H  -1.20862  0.50463  -0.36219
H  -0.05112  1.03635  3.04741

Least stable of them? run b.

Run a
ORCA calculation (ωB97M-V with the def2-TZVPD basis set) on a 4-piece molecular cluster, C2H11NO3 overall.

The calculation puts the HOMO energy at -9.2038 eV. Its spin multiplicity is 1. As for the charge: 0.

Cartesian coordinates (Å):
O  -2.14292  1.22453  0.12178
O  0.15248  -0.08848  -2.26990
O  1.68324  -1.25105  -0.62668
N  -0.33704  0.39190  1.53914
C  -0.66809  -0.88221  0.89382
C  0.80859  0.95736  0.82948
H  0.99323  1.99683  1.16744
H  0.30753  -0.33148  -3.15702
H  0.08912  -1.69310  1.13557
H  -1.13700  0.89742  1.16958
H  0.78359  -0.62769  -1.72367
H  0.59170  1.04946  -0.28526
H  2.41428  -1.85333  -1.00735
H  -1.69314  -1.24514  1.20689
H  1.68395  0.33858  0.95956
H  -2.81882  1.89825  0.23356
H  -0.71070  -0.78185  -0.18694

Run b
ORCA calculation (ωB97M-V with the def2-TZVPD basis set) on a 3-piece molecular cluster, C2H11NO3 overall.

The calculation puts the HOMO energy at -9.4271 eV. Its spin multiplicity is 1. As for the structure (SMILES): NCCO.O.O. As for the charge: 0.

Cartesian coordinates (Å):
O  -0.50176  0.03376  1.79462
O  -0.62492  2.52914  0.08489
O  -0.92681  1.25777  -2.59384
N  0.44944  -2.25627  -0.64296
C  0.86137  -1.03692  0.03439
C  0.45480  -1.04015  1.51873
H  -0.61768  2.11615  -2.91031
H  1.91415  -0.83026  -0.12984
H  -1.53583  2.83393  0.21856
H  -0.12411  -1.92077  1.70906
H  -0.02293  0.73808  2.25311
H  0.93757  -2.35904  -1.52327
H  -0.53528  -2.22241  -0.88066
H  0.31345  -0.16292  -0.33826
H  -0.78379  1.31768  -1.63573
H  1.27182  -0.90224  2.21867
H  -0.52948  1.90446  0.82285

Least stable of them? run a.